Arrangement i

{
  "formula": "C2H2N4O",
  "method": "ωB97M-V/def2-TZVPD",
  "gap_ev": 8.28,
  "multiplicity": 1,
  "charge": 0,
  "lumo_energy_ha": -0.0425,
  "elements": ["N", "C", "N", "O", "N", "C", "N", "H", "H"],
  "positions_angstrom": [[-2.123, 2.109, 0.135], [-1.628, 1.087, -0.137], [-0.908, 0.061, -0.431], [-1.354, -1.519, -0.168], [-0.032, -1.671, 0.219], [0.345, -0.456, -0.014], [1.596, 0.052, -0.032], [2.229, -0.744, 0.382], [1.876, 1.080, 0.045]]
}

***

Arrangement ii

{
  "formula": "C2H2N4O",
  "method": "ωB97M-V/def2-TZVPD",
  "gap_ev": 7.93,
  "multiplicity": 1,
  "charge": 0,
  "lumo_energy_ha": -0.0755,
  "elements": ["H", "N", "C", "N", "N", "C", "N", "O", "H"],
  "positions_angstrom": [[1.019, -1.098, -2.517], [0.729, -0.058, -2.129], [0.324, -0.092, -0.900], [-0.009, -1.169, -0.129], [-0.549, -0.944, 1.056], [-0.752, 0.381, 1.553], [-0.340, 1.321, 0.828], [0.620, 1.023, -0.235], [-1.042, 0.637, 2.472]]
}

***

Stability check: which of them is least stable? arrangement i.

***

Arrangement i

{
  "formula": "C2H2N4O",
  "method": "ωB97M-V/def2-TZVPD",
  "gap_ev": 9.17,
  "multiplicity": 1,
  "charge": 0,
  "lumo_energy_ha": -0.0313,
  "elements": ["O", "C", "N", "C", "N", "N", "N", "H", "H"],
  "positions_angstrom": [[-2.430, -0.191, -0.191], [-1.153, -0.106, 0.134], [-0.233, -1.218, 0.055], [0.984, -1.076, -0.073], [1.621, 0.142, -0.129], [0.917, 1.140, -0.059], [-0.489, 1.134, -0.026], [1.634, -2.002, 0.006], [-0.849, 2.177, 0.283]]
}

***

Arrangement ii

{
  "formula": "C2H2N4O",
  "method": "ωB97M-V/def2-TZVPD",
  "gap_ev": 8.90,
  "multiplicity": 1,
  "charge": 0,
  "lumo_energy_ha": -0.0398,
  "elements": ["O", "C", "N", "C", "N", "N", "N", "H", "H"],
  "positions_angstrom": [[2.282, 0.142, 0.334], [1.102, -0.026, -0.126], [0.213, 1.151, -0.380], [-1.051, 1.055, 0.024], [-1.637, -0.044, 0.396], [-0.970, -1.140, -0.103], [0.339, -1.268, -0.217], [-1.647, 2.062, -0.041], [-2.529, -0.265, 0.105]]
}

***

Stability check: which of them is least stable? arrangement ii.

***

Arrangement i

{
  "formula": "C4H9ClN3",
  "method": "ωB97M-V/def2-TZVPD",
  "gap_ev": 10.59,
  "multiplicity": 1,
  "charge": 1,
  "lumo_energy_ha": -0.1145,
  "elements": ["C", "C", "N", "Cl", "C", "N", "N", "C", "H", "H", "H", "H", "H", "H", "H", "H", "H"],
  "positions_angstrom": [[1.487, -1.104, 0.354], [0.537, 0.065, 0.499], [-0.515, -0.165, 1.531], [-0.148, -0.805, 2.964], [-1.750, -0.183, 0.900], [-1.827, -0.001, -0.350], [-0.528, 0.137, -0.850], [-0.223, 1.357, -1.630], [2.097, -1.020, -0.505], [1.098, -2.075, 0.502], [2.016, -0.839, 1.251], [1.151, 1.033, 0.465], [-2.670, -0.463, 1.427], [-0.343, -0.808, -1.317], [-0.086, 2.007, -0.813], [0.661, 1.183, -2.082], [-0.956, 1.680, -2.344]]
}

***

Arrangement ii

{
  "formula": "C4H9ClN3",
  "method": "ωB97M-V/def2-TZVPD",
  "gap_ev": 6.61,
  "multiplicity": 1,
  "charge": 1,
  "lumo_energy_ha": -0.2186,
  "elements": ["C", "N", "C", "C", "Cl", "C", "N", "N", "H", "H", "H", "H", "H", "H", "H", "H", "H"],
  "positions_angstrom": [[-2.243, 0.162, 0.745], [-0.942, -0.243, 1.182], [-0.548, -1.641, 1.062], [0.034, 0.846, 1.382], [1.698, 0.175, 1.290], [-0.052, 1.661, 2.737], [0.903, 2.861, 2.839], [1.393, 3.788, 3.183], [-2.859, -0.747, 0.561], [-2.808, 0.758, 1.491], [-2.225, 0.734, -0.210], [-1.472, -2.221, 0.876], [0.151, -1.770, 0.204], [-0.084, -1.981, 1.997], [-0.155, 1.643, 0.646], [0.067, 1.053, 3.614], [-1.015, 2.083, 2.670]]
}

***

Stability check: which of them is least stable? arrangement i.

***

Arrangement i

{
  "formula": "C3H4FN3",
  "method": "ωB97M-V/def2-TZVPD",
  "gap_ev": 9.91,
  "multiplicity": 1,
  "charge": 0,
  "lumo_energy_ha": 0.0036,
  "elements": ["C", "C", "C", "N", "N", "N", "F", "H", "H", "H", "H"],
  "positions_angstrom": [[0.541, -1.062, -0.352], [1.055, -0.008, 0.350], [0.651, 1.323, 0.072], [-0.617, 1.613, -0.126], [-1.524, 0.750, 0.033], [-1.524, -0.424, -0.360], [-2.545, -1.141, 0.305], [0.282, -0.978, -1.395], [0.723, -2.068, -0.004], [1.668, -0.181, 1.226], [1.291, 2.175, 0.251]]
}

***

Arrangement ii

{
  "formula": "C3H4FN3",
  "method": "ωB97M-V/def2-TZVPD",
  "gap_ev": 10.23,
  "multiplicity": 1,
  "charge": 0,
  "lumo_energy_ha": 0.0290,
  "elements": ["C", "C", "N", "N", "N", "C", "F", "H", "H", "H", "H"],
  "positions_angstrom": [[1.671, 0.070, -0.030], [0.248, -0.192, 0.013], [-0.182, -1.474, 0.033], [-1.431, -1.481, 0.002], [-1.882, -0.197, -0.079], [-0.856, 0.637, 0.031], [-0.980, 1.976, 0.008], [2.299, -0.500, -0.706], [1.882, 1.171, -0.306], [2.102, 0.027, 0.957], [-2.870, -0.036, 0.076]]
}

***

Arrangement iii

{
  "formula": "C3H4FN3",
  "method": "ωB97M-V/def2-TZVPD",
  "gap_ev": [8.45, 8.45],
  "multiplicity": 1,
  "charge": 0,
  "lumo_energy_ha": [-0.0105, -0.0104],
  "elements": ["C", "C", "C", "N", "N", "N", "F", "H", "H", "H", "H"],
  "positions_angstrom": [[0.013, -1.227, 0.091], [1.992, 0.535, -0.248], [-1.512, 0.651, -0.062], [1.296, -1.641, 0.035], [2.146, -0.638, 0.032], [-0.188, 0.051, 0.132], [2.511, 1.666, -0.046], [-0.856, -1.879, 0.293], [-1.492, 1.470, 0.472], [-1.588, 0.999, -0.987], [-2.323, 0.011, 0.288]]
}

***

Stability check: which of them is least stable? arrangement i.

***

Arrangement i

{
  "formula": "C4H7NO2S2",
  "method": "ωB97M-V/def2-TZVPD",
  "gap_ev": [8.29, 8.29],
  "multiplicity": 1,
  "charge": 0,
  "lumo_energy_ha": [-0.0291, -0.0291],
  "elements": ["C", "C", "C", "C", "N", "O", "O", "S", "S", "H", "H", "H", "H", "H", "H", "H"],
  "positions_angstrom": [[-0.957, -1.352, -1.422], [-0.735, -0.231, -0.811], [-1.471, 0.857, -0.259], [1.314, -0.506, 1.532], [-1.210, 2.151, -0.637], [-2.343, 0.480, 0.463], [2.148, -1.079, -0.970], [2.218, 1.820, -0.221], [1.464, -0.040, -0.250], [-0.122, -2.131, -1.582], [-1.870, -1.594, -1.807], [0.359, -0.881, 1.597], [1.934, -1.310, 2.002], [1.192, 0.474, 2.053], [-0.392, 2.388, -1.325], [-1.666, 2.755, 0.032]]
}

***

Arrangement ii

{
  "formula": "C4H7NO2S2",
  "method": "ωB97M-V/def2-TZVPD",
  "gap_ev": [6.86, 7.36],
  "multiplicity": 1,
  "charge": 0,
  "lumo_energy_ha": [-0.0373, -0.0287],
  "elements": ["C", "C", "C", "C", "N", "O", "O", "S", "S", "H", "H", "H", "H", "H", "H", "H"],
  "positions_angstrom": [[1.422, -0.021, 1.099], [0.360, -0.666, 1.627], [2.660, -0.537, 0.982], [-1.216, 1.027, 0.262], [-2.061, -0.218, -1.861], [-0.705, 1.820, -2.093], [0.332, -0.271, -1.296], [-1.189, -0.020, 1.547], [-0.744, 0.592, -1.343], [1.197, 0.976, 0.974], [0.470, -1.641, 2.258], [2.870, -1.692, 1.012], [3.578, 0.083, 0.931], [-2.044, 1.778, 0.364], [-2.494, -0.041, -2.792], [-2.438, -1.168, -1.671]]
}

***

Stability check: which of them is least stable? arrangement ii.

***

Arrangement i

{
  "formula": "C10H15N2",
  "method": "ωB97M-V/def2-TZVPD",
  "gap_ev": 8.29,
  "multiplicity": 1,
  "charge": 1,
  "lumo_energy_ha": -0.2040,
  "elements": ["H", "N", "C", "N", "C", "C", "C", "C", "C", "C", "C", "C", "C", "H", "H", "H", "H", "H", "H", "H", "H", "H", "H", "H", "H", "H", "H"],
  "positions_angstrom": [[-2.658, -0.548, 2.405], [-3.496, 0.030, 2.191], [-3.406, 0.684, 1.151], [-2.379, 0.824, 0.142], [-1.075, 0.705, 0.274], [-0.062, 0.001, 0.887], [0.420, -1.180, 1.388], [1.728, -1.588, 0.728], [2.131, -0.704, -0.467], [1.056, -0.004, -1.303], [0.024, -1.058, -1.872], [0.327, 0.881, -0.260], [0.880, 2.217, -0.107], [-4.356, 1.126, 0.856], [-2.532, 1.379, -0.707], [-0.153, -1.905, 2.019], [2.582, -1.676, 1.455], [1.542, -2.574, 0.355], [2.651, 0.237, -0.018], [2.861, -1.131, -1.194], [1.343, 0.769, -2.053], [-0.877, -0.567, -2.139], [-0.223, -1.829, -1.145], [0.417, -1.689, -2.604], [1.001, 2.405, 0.966], [0.296, 3.037, -0.567], [1.958, 2.157, -0.380]]
}

***

Arrangement ii

{
  "formula": "C10H15N2",
  "method": "ωB97M-V/def2-TZVPD",
  "gap_ev": [7.30, 7.30],
  "multiplicity": 1,
  "charge": 1,
  "lumo_energy_ha": [-0.1626, -0.1626],
  "elements": ["C", "C", "C", "C", "C", "C", "C", "C", "C", "C", "N", "N", "H", "H", "H", "H", "H", "H", "H", "H", "H", "H", "H", "H", "H", "H", "H"],
  "positions_angstrom": [[3.162, 1.097, -0.951], [1.973, 1.643, -0.616], [2.172, -0.405, 0.367], [-1.009, 0.914, 1.226], [-3.024, -0.850, -0.251], [-3.859, 0.059, -0.749], [0.182, 0.876, 0.779], [1.886, -1.499, 1.075], [-5.156, 0.447, -0.141], [4.450, -0.987, -0.448], [3.301, -0.126, -0.377], [1.316, 0.734, 0.220], [3.924, 1.516, -1.577], [1.533, 2.580, -0.882], [-1.858, 0.489, 0.652], [-1.278, 1.378, 2.163], [-3.271, -1.413, 0.635], [-3.604, 0.573, -1.668], [0.961, -1.587, 1.613], [2.569, -2.324, 1.124], [-2.135, -1.154, -0.782], [-5.962, 0.227, -0.841], [-5.342, -0.088, 0.787], [-5.185, 1.520, 0.047], [4.183, -1.948, -0.889], [5.210, -0.514, -1.065], [4.860, -1.157, 0.550]]
}

***

Stability check: which of them is least stable? arrangement i.